# 1
Entry from the Open Molecules 2025 dataset: C10H29AgN4O4 as an isolated structure in a non-equilibrium geometry (wB97M-V/def2-TZVPD).

```
48
Properties=species:S:1:pos:R:3:nbo_charge:R:1
Ag 0.30026 0.04485 -0.64037 0.952
C 0.74414 1.84856 -2.76870 -0.247
O 0.72562 1.71971 -1.37115 -1.007
H 1.79639 2.07244 -2.94405 0.155
H 0.33027 0.98701 -3.29267 0.085
H 0.31775 2.75732 -3.19349 0.128
C -2.77523 -0.80173 -3.11819 -0.627
C -1.77421 -0.96547 -1.99541 -0.072
C -0.35896 -1.33720 -2.53075 -0.097
O 0.56757 -1.71360 -1.45199 -0.624
C 1.89112 -2.13785 -1.93531 -0.252
N -1.76673 0.21116 -1.16514 -0.855
H -2.59761 0.06620 -3.75322 0.214
H -3.78884 -0.66414 -2.74168 0.218
H -2.74639 -1.61707 -3.84102 0.209
H -2.07694 -1.78152 -1.33928 0.190
H 0.05859 -0.51350 -3.10976 0.210
H -0.48592 -2.21444 -3.16513 0.176
H 1.62310 -3.01963 -2.51730 0.180
H 2.50077 -2.34759 -1.05642 0.198
H 2.43937 -1.42118 -2.54679 0.203
H -1.73669 0.94353 -1.86000 0.385
H -2.65930 0.41566 -0.73898 0.349
C 0.54321 1.97035 1.49882 -0.663
C -0.39657 0.79587 1.97210 -0.095
C -1.50637 1.21642 2.81731 -0.077
O -1.23331 1.64352 4.20124 -0.545
C -0.60135 0.59538 5.00087 -0.260
N -0.91172 0.10208 0.80778 -0.888
H 0.84229 2.65306 2.29414 0.208
H 0.08875 2.66494 0.79234 0.240
H 1.41706 1.59344 0.96739 0.251
H 0.22215 0.04040 2.45641 0.182
H -2.27623 0.46885 3.00847 0.157
H -2.03511 1.92313 2.17770 0.185
H -1.36093 -0.18540 4.96184 0.158
H -0.49278 0.96962 6.01884 0.201
H 0.28124 0.04879 4.66862 0.168
H -1.30208 -0.76909 1.13761 0.354
H -1.64448 0.69069 0.43805 0.383
C 2.36406 -0.45956 0.55378 0.752
O 2.06838 0.34973 -0.30663 -0.656
N 3.48640 -0.65676 1.29747 -0.856
N 1.50959 -1.28341 0.96553 -0.841
H 3.50481 -1.24807 2.11607 0.379
H 4.38715 -0.27126 1.05225 0.405
H 1.81498 -1.83091 1.75741 0.365
H 0.70276 -1.55354 0.42133 0.419
```

Properties
net charge	0
frontier orbital gap	0.1832	Ha
highest occupied orbital energy	-4.714	eV
energy above the lowest of the compared OMol25 structures with the same formula, charge and spin	299.7	kcal/mol

***

# 2
Entry from the Open Molecules 2025 dataset: CH3IO2S2 in the gas phase in a non-equilibrium geometry (wB97M-V/def2-TZVPD).

```
9
Properties=species:S:1:pos:R:3:mulliken_spin:R:1
C -0.36025 -1.23923 -0.31491 -0.009
O -1.06902 1.18612 0.88957 0.089
O 1.48763 1.96699 1.56549 0.263
S 1.01471 -0.74477 0.73390 0.154
S 0.37169 1.15805 0.66406 0.207
I 0.62233 1.92236 -1.67075 1.280
H -0.72629 -2.14543 -0.00678 0.014
H -0.13860 -1.55754 -1.36106 0.001
H -1.20220 -0.54656 -0.49953 0.002
```

Properties
net charge	0
expectation value of S²	2.011
frontier orbital gap (alpha / beta)	0.2921 / 0.2029	Ha
spin multiplicity	3
highest occupied orbital energy (alpha / beta)	-7.588 / -9.920	eV
energy above the lowest of the compared OMol25 structures with the same formula, charge and spin	48.8	kcal/mol

***

# 3
Entry from the Open Molecules 2025 dataset: a 9-piece molecular cluster, C30H69NO26S8 overall in a non-equilibrium geometry (wB97M-V/def2-TZVPD).

```
134
Properties=species:S:1:pos:R:3:mulliken_spin:R:1
C -3.61204 4.52808 -3.30423 0.195
C -2.77051 3.45917 -3.27662 -0.130
C -2.62566 2.61946 -4.33465 0.159
C -3.32098 2.85366 -5.52838 0.012
C -4.18448 3.95804 -5.64040 0.158
C -4.26902 4.77143 -4.50520 -0.081
N -3.37119 1.88582 -6.65585 0.223
O -2.39555 1.17122 -6.90450 0.210
O -4.23347 1.99549 -7.54635 0.203
H -3.68247 5.28436 -2.53646 0.023
H -2.21537 3.21637 -2.38261 -0.013
H -1.79860 1.92548 -4.36220 0.013
H -4.78293 4.21005 -6.50339 0.033
H -4.83419 5.69049 -4.55342 -0.011
O 3.59259 0.70718 1.52973 0.000
S 4.54573 1.72432 1.19548 0.000
O 4.00526 3.02783 0.97544 0.000
O 5.73440 1.90228 2.35238 0.000
C 6.40139 0.70627 2.70678 0.000
C 7.86393 1.04011 3.00752 0.000
C 5.62644 1.30921 -0.29176 0.000
H 6.34866 -0.05537 1.92881 0.000
H 5.77904 0.28202 3.49468 0.000
H 8.53870 0.22002 3.25296 0.000
H 7.83711 1.85279 3.73343 0.000
H 8.34576 1.45975 2.12443 0.000
H 6.36465 2.10408 -0.39818 0.000
H 5.02221 1.30106 -1.19892 0.000
H 6.06038 0.31151 -0.22561 0.000
O 2.31000 -3.52110 0.27101 0.000
S 2.51916 -4.51593 1.29894 0.000
O 3.22327 -5.69729 0.90282 0.000
O 3.28376 -3.82131 2.63058 0.000
C 2.85569 -2.54544 3.00813 0.000
C 3.57208 -2.00616 4.19674 0.000
C 0.86224 -5.04860 2.03593 0.000
H 1.82776 -2.70258 3.33490 0.000
H 2.99984 -1.82785 2.20043 0.000
H 4.65946 -1.98807 4.27006 0.000
H 3.11162 -2.32832 5.13070 0.000
H 3.42753 -0.92605 4.17255 0.000
H 1.06919 -5.93073 2.64184 0.000
H 0.07805 -5.35680 1.34444 0.000
H 0.52421 -4.20239 2.63406 0.000
O 6.81326 -3.38827 -2.16947 0.000
S 5.45765 -3.23649 -1.68690 0.000
O 5.28084 -2.71755 -0.34253 0.000
O 4.65491 -2.29620 -2.74553 0.000
C 3.41695 -1.75078 -2.46729 0.000
C 2.63264 -2.22973 -3.72009 0.000
C 4.54100 -4.78631 -1.99532 0.000
H 3.52930 -0.66661 -2.46110 0.000
H 3.05726 -2.20600 -1.54452 0.000
H 3.07786 -1.80323 -4.61897 0.000
H 1.59733 -1.90731 -3.60925 0.000
H 2.69642 -3.29527 -3.94066 0.000
H 4.96626 -5.55505 -1.35011 0.000
H 4.74576 -4.95978 -3.05177 0.000
H 3.49302 -4.64893 -1.72893 0.000
O -1.99436 -0.61250 5.22125 0.000
S -0.99648 -0.00204 4.38598 0.000
O -0.02624 -0.78706 3.60032 0.000
O -1.66431 1.09459 3.31578 0.000
C -3.06588 1.15483 3.25058 0.000
C -3.51517 1.66654 1.80541 0.000
C -0.00169 1.20158 5.53526 0.000
H -3.40678 1.92191 3.94591 0.000
H -3.66182 0.30798 3.59085 0.000
H -3.08213 2.60077 1.44792 0.001
H -4.59541 1.80495 1.85039 0.000
H -3.18169 0.89607 1.11023 0.000
H 0.16530 0.55228 6.39470 0.000
H -0.67145 2.03751 5.73710 0.000
H 0.86965 1.52287 4.96461 0.000
O -4.10191 -1.25301 1.67464 0.000
S -3.98953 -2.70419 1.69904 0.000
O -4.34748 -3.60782 2.87126 0.000
O -4.52407 -3.37651 0.25104 0.000
C -5.94539 -3.69002 0.28505 0.000
C -6.40260 -4.11308 -1.10548 0.000
C -2.15678 -2.93463 1.50037 0.000
H -6.47337 -2.79869 0.62398 0.000
H -6.22074 -4.45368 1.01244 0.000
H -5.87461 -5.00816 -1.43433 0.000
H -6.38981 -3.27099 -1.79744 0.000
H -7.45891 -4.26560 -0.88402 0.000
H -1.73370 -3.64951 2.20609 0.000
H -1.81476 -1.90629 1.61718 0.000
H -1.98655 -3.33880 0.50248 0.000
O -4.82132 -4.18115 -4.55242 0.001
S -3.71020 -3.44701 -3.98668 -0.004
O -2.86792 -3.82766 -2.86813 0.000
O -2.66273 -2.96820 -5.24959 -0.001
C -1.21073 -2.73467 -4.93269 0.008
C -0.44293 -4.02580 -5.46857 -0.001
C -4.38574 -1.80952 -3.69482 -0.017
H -1.20350 -2.48231 -3.87233 -0.002
H -0.68032 -1.91631 -5.41957 -0.002
H 0.63923 -3.92255 -5.38881 0.000
H -0.54521 -3.95240 -6.55128 0.000
H -0.68098 -5.06015 -5.22045 0.000
H -4.65807 -1.66152 -4.73982 0.005
H -3.46260 -1.26101 -3.50766 0.010
H -4.95035 -1.92925 -2.77017 -0.001
O -2.23519 -1.02119 -1.47718 0.010
S -0.93198 -0.39904 -1.58803 0.013
O -0.34703 -0.17386 -2.87887 -0.009
O -0.82252 0.87625 -0.51975 -0.004
C 0.41496 1.41175 -0.19489 -0.001
C -0.13285 2.69720 0.44770 0.002
C 0.27271 -1.53265 -0.70839 -0.001
H 1.02411 1.66433 -1.06278 0.001
H 1.10528 0.80699 0.39318 0.000
H -0.71576 2.37596 1.31090 0.000
H -0.74874 3.24599 -0.26477 0.000
H 0.67726 3.33224 0.80625 0.000
H -0.18018 -1.88553 0.21814 -0.001
H 1.19836 -0.96313 -0.62530 0.000
H 0.42489 -2.42193 -1.32006 0.000
O -1.75557 6.92216 5.87910 0.000
S -0.70805 6.60882 4.93454 0.000
O -0.26271 5.20666 4.79384 0.000
O -1.04033 7.23241 3.41027 0.000
C -1.05656 6.41686 2.30705 0.000
C -0.67466 7.21601 1.10821 0.000
C 0.87106 7.54003 5.52102 0.000
H -2.04501 5.96711 2.21329 0.000
H -0.33281 5.61298 2.44141 0.000
H -1.30005 8.10748 1.06042 0.000
H -0.81894 6.75623 0.13051 0.000
H 0.23845 7.80969 1.06512 0.000
H 1.58668 7.32188 4.72830 0.000
H 1.32811 7.27287 6.47382 0.000
H 0.60464 8.58937 5.64750 0.000
```

Properties
net charge	-1
expectation value of S²	0.764
frontier orbital gap (alpha / beta)	0.0976 / 0.2189	Ha
spin multiplicity	2
highest occupied orbital energy (alpha / beta)	-1.297 / -4.599	eV

***

| no. | DFT total energy (Eh) |
| --- | --- |
| 1 | -1064.84932 |
| 2 | -1284.26955 |
| 3 | -6380.58033 |